Below is a 14-piece molecular cluster, C30H51N13O3Si overall in a non-equilibrium geometry, with properties calculated with ωB97M-V with the def2-TZVPD basis set.

Values from the calculation:
Energy relative to the best compared isomer or geometry (same formula, charge and spin) ... 244.0 kJ/mol

Geometry as ORCA input:
```
! RIJCOSX wB97M-V def2-TZVPD def2/J DEFGRID3
* xyz 0 1
O -0.636 -1.002 3.902
C -1.730 -0.144 3.419
C -3.203 -0.867 3.361
O -3.161 -2.341 3.324
C -3.676 -2.872 2.043
O -2.563 -2.949 1.086
C -2.563 -1.828 0.131
Si -0.894 -2.017 -0.888
H -0.983 -1.663 4.593
H -1.418 0.269 2.347
H -1.795 0.806 4.122
H -3.760 -0.457 2.394
H -3.786 -0.529 4.344
H -4.634 -2.326 1.652
H -3.999 -3.999 2.266
H -2.523 -0.762 0.620
H -3.457 -1.878 -0.658
H 0.257 -2.034 0.051
H -0.733 -0.997 -1.915
H -0.963 -3.390 -1.448
C 3.606 -0.732 -1.773
C 2.370 -0.806 -2.569
N 1.393 -0.865 -3.198
H 4.462 -0.424 -2.383
H 3.517 -0.012 -0.953
H 3.859 -1.700 -1.327
C 5.187 3.079 -1.511
C 5.185 1.852 -0.696
N 5.184 0.883 -0.053
H 4.997 2.864 -2.567
H 4.416 3.785 -1.181
H 6.148 3.601 -1.454
C 2.609 -0.199 2.547
C 2.132 1.039 1.909
N 1.754 2.017 1.405
H 3.071 -0.876 1.821
H 3.357 0.006 3.320
H 1.792 -0.749 3.026
C 2.173 -1.017 -6.720
C 3.206 -0.381 -7.555
N 4.021 0.122 -8.215
H 2.103 -0.546 -5.734
H 1.182 -0.951 -7.181
H 2.383 -2.080 -6.557
C -7.764 -3.226 1.305
C -7.134 -1.899 1.408
N -6.636 -0.851 1.489
H -7.027 -4.008 1.095
H -8.275 -3.504 2.233
H -8.509 -3.259 0.503
C -8.980 -5.799 -2.491
C -9.219 -5.528 -1.063
N -9.407 -5.315 0.064
H -9.782 -6.404 -2.927
H -8.920 -4.874 -3.074
H -8.043 -6.343 -2.649
C 3.148 5.145 3.303
C 4.180 5.781 2.468
N 4.996 6.284 1.808
H 3.078 5.616 4.289
H 2.157 5.212 2.841
H 3.357 4.083 3.466
C 7.496 -1.633 -2.812
C 6.260 -1.707 -3.608
N 5.283 -1.766 -4.237
H 8.352 -1.325 -3.422
H 7.407 -0.913 -1.992
H 7.749 -2.601 -2.366
C 2.014 6.900 -1.081
C 3.371 6.359 -1.267
N 4.443 5.931 -1.413
H 2.028 7.848 -0.534
H 1.518 7.086 -2.040
H 1.377 6.210 -0.517
C -4.093 3.288 4.728
C -2.635 3.476 4.650
N -1.483 3.625 4.589
H -4.379 2.698 5.604
H -4.621 4.245 4.796
H -4.482 2.767 3.846
C 4.077 -4.254 2.612
C 4.318 -3.053 1.794
N 4.509 -2.105 1.148
H 4.998 -4.821 2.780
H 3.671 -3.997 3.596
H 3.362 -4.932 2.134
C -5.558 2.049 9.216
C -5.316 3.250 8.398
N -5.125 4.198 7.751
H -4.636 1.482 9.384
H -5.964 2.306 10.200
H -6.272 1.371 8.738
C 3.245 -0.175 -11.727
C 2.104 0.346 -12.498
N 1.202 0.757 -13.107
H 3.136 -1.244 -11.514
H 4.190 -0.048 -12.267
H 3.351 0.337 -10.765
*
```



Below is C30H51NO2P2PdSeSi as an isolated structure, with properties calculated with ωB97M-V with the def2-TZVPD basis set.

Values from the calculation:
⟨S²⟩ ... 6.02
E_tot ... -132805.1817 eV

Geometry as ORCA input:
```
! RIJCOSX wB97M-V def2-TZVPD def2/J DEFGRID3
* xyz 0 5
Pd -0.284 0.395 -0.155
C 3.001 -1.439 -1.384
C 3.415 -0.021 -0.972
C 3.614 0.834 -2.224
P 2.130 0.660 0.174
C 2.723 2.320 0.748
C 2.044 2.689 2.073
C 2.381 3.390 -0.300
C 2.362 -0.449 1.594
C 3.380 -0.332 2.533
C 3.503 -1.242 3.574
C 2.582 -2.282 3.657
C 1.572 -2.423 2.721
C 1.446 -1.517 1.650
N 0.458 -1.581 0.686
C -0.135 -2.773 0.315
C 0.523 -4.020 0.358
C -0.110 -5.177 -0.052
C -1.422 -5.153 -0.526
C -2.069 -3.934 -0.608
C -1.440 -2.756 -0.210
P -2.223 -1.138 -0.378
C -2.991 -1.220 -2.057
C -1.897 -1.496 -3.096
C -3.729 0.082 -2.381
C -3.643 -1.211 0.818
C -4.209 0.179 1.118
C -3.222 -1.882 2.128
H 3.764 -1.866 -2.039
H 2.055 -1.410 -1.932
H 2.878 -2.101 -0.528
H 4.331 -0.060 -0.377
H 2.649 1.042 -2.690
H 4.232 0.295 -2.946
H 4.110 1.780 -2.009
H 3.806 2.260 0.890
H 0.957 2.627 1.966
H 2.295 3.719 2.341
H 2.338 2.035 2.892
H 1.346 3.283 -0.633
H 3.017 3.337 -1.182
H 2.495 4.386 0.133
H 4.098 0.480 2.450
H 4.292 -1.138 4.308
H 2.653 -2.995 4.472
H 0.860 -3.233 2.812
H 1.547 -4.064 0.705
H 0.425 -6.119 -0.006
H -1.915 -6.063 -0.842
H -3.085 -3.899 -0.991
H -3.708 -2.046 -2.044
H -1.139 -0.710 -3.069
H -2.339 -1.511 -4.097
H -1.409 -2.456 -2.924
H -3.090 0.947 -2.186
H -4.653 0.190 -1.810
H -3.992 0.102 -3.442
H -4.406 -1.821 0.324
H -3.479 0.759 1.691
H -5.115 0.092 1.724
H -4.456 0.747 0.222
H -2.451 -1.287 2.625
H -2.822 -2.882 1.970
H -4.084 -1.957 2.797
C -0.458 3.956 -2.664
Si -0.043 2.218 -3.309
C -1.329 1.859 -4.639
C 1.543 2.491 -4.288
O 0.072 1.035 -2.221
H -1.068 4.493 -3.397
H 0.453 4.541 -2.495
H -1.020 3.954 -1.724
H -1.273 2.640 -5.405
H -2.351 1.839 -4.255
H -1.131 0.896 -5.125
H 1.322 3.200 -5.096
H 1.918 1.569 -4.745
H 2.345 2.924 -3.679
C -0.012 0.179 4.986
C -0.693 0.898 3.850
C -1.447 2.159 4.184
O -0.617 0.461 2.722
H 0.092 0.812 5.867
H 0.960 -0.191 4.657
H -0.619 -0.691 5.251
H -2.082 2.002 5.058
H -2.042 2.501 3.339
H -0.722 2.937 4.445
Se -1.562 2.355 0.306
*
```



Below is C30H52Cl3N2O13Zr as an isolated structure in a non-equilibrium geometry, with properties calculated with ωB97M-V with the def2-TZVPD basis set.

Values from the calculation:
E_tot ... -100394.0603 eV

Geometry as ORCA input:
```
! RIJCOSX wB97M-V def2-TZVPD def2/J DEFGRID3
* xyz 1 1
Zr -5.526 -4.372 -20.227
C -8.131 -7.058 -22.029
C -6.973 -7.974 -21.686
C -7.145 -9.204 -22.575
C -5.931 -10.131 -22.657
C -4.706 -9.278 -22.974
C -4.461 -8.106 -22.018
N -5.702 -7.337 -21.977
O -5.510 -6.156 -21.331
C -3.367 -7.290 -22.684
C -3.975 -8.726 -20.704
C -7.176 -8.401 -20.219
H -9.057 -7.601 -22.210
H -7.939 -6.481 -22.943
H -8.312 -6.316 -21.258
H -7.388 -8.827 -23.575
H -8.017 -9.785 -22.263
H -6.143 -10.828 -23.465
H -5.815 -10.668 -21.715
H -4.707 -9.039 -24.041
H -3.867 -9.986 -22.912
H -3.667 -7.064 -23.708
H -2.401 -7.788 -22.647
H -3.233 -6.325 -22.192
H -4.597 -9.542 -20.347
H -3.978 -7.970 -19.911
H -2.960 -9.092 -20.840
H -6.837 -7.678 -19.475
H -6.740 -9.382 -20.023
H -8.245 -8.570 -20.071
C -5.276 -0.448 -21.112
C -4.128 -0.453 -20.119
C -4.397 0.762 -19.207
C -3.382 0.901 -18.087
C -3.382 -0.391 -17.252
C -3.260 -1.688 -18.071
N -4.120 -1.598 -19.240
O -4.101 -2.797 -19.965
C -3.744 -2.813 -17.152
C -1.772 -1.927 -18.372
C -2.837 -0.233 -20.916
H -5.157 -1.079 -21.996
H -5.459 0.556 -21.503
H -6.224 -0.770 -20.667
H -5.420 0.812 -18.828
H -4.245 1.608 -19.889
H -3.692 1.675 -17.383
H -2.388 1.110 -18.472
H -4.172 -0.372 -16.498
H -2.475 -0.358 -16.635
H -3.287 -2.675 -16.171
H -3.406 -3.789 -17.518
H -4.822 -2.826 -16.993
H -1.672 -2.702 -19.134
H -1.244 -2.262 -17.477
H -1.250 -1.026 -18.691
H -2.031 0.111 -20.269
H -2.956 0.526 -21.693
H -2.490 -1.138 -21.418
C -8.982 -2.745 -21.812
C -7.779 -3.485 -21.362
O -6.603 -3.206 -21.784
O -7.765 -4.279 -20.349
H -9.260 -3.142 -22.791
H -8.671 -1.709 -21.929
H -9.815 -2.845 -21.126
C -10.922 0.309 -25.152
Cl -12.595 0.632 -25.599
Cl -9.942 0.128 -26.598
Cl -10.817 -1.127 -24.125
H -10.562 1.141 -24.564
C -1.253 -3.570 -24.142
C -2.409 -3.023 -25.002
O -3.519 -3.075 -24.086
C -3.208 -3.848 -23.055
O -3.990 -4.157 -22.209
O -1.917 -4.212 -23.060
H -0.551 -2.799 -23.827
H -0.678 -4.293 -24.718
H -2.548 -3.638 -25.888
H -2.271 -1.982 -25.278
C -12.719 -4.011 -23.677
C -13.792 -3.009 -24.092
O -14.895 -3.427 -23.270
C -14.716 -4.704 -22.888
O -15.519 -5.407 -22.389
O -13.466 -5.130 -23.248
H -12.131 -3.620 -22.842
H -12.083 -4.241 -24.528
H -14.134 -3.134 -25.121
H -13.565 -1.963 -23.923
C -7.820 -0.202 -16.645
C -8.594 0.060 -17.936
O -8.261 -1.059 -18.770
C -7.204 -1.682 -18.240
O -6.621 -2.563 -18.795
O -6.913 -1.253 -17.023
H -8.453 -0.523 -15.821
H -7.266 0.684 -16.349
H -8.297 0.996 -18.414
H -9.674 0.154 -17.835
*
```